The ion C6H11N with charge -1. Source: the Open Molecules 2025 dataset; level of theory: ωB97M-V/def2-TZVPD.

CARTESIAN COORDINATES (ANGSTROEM)
N 2.217 1.399 0.562
C 0.135 0.560 -0.349
C -0.099 1.630 -1.359
C -1.273 -1.281 0.796
C 1.194 0.407 0.489
C -0.740 -0.671 -0.479
C -1.010 -2.531 1.128
H -0.300 -1.378 -1.329
H 0.462 2.483 -1.467
H 0.103 1.240 -2.424
H -1.175 1.842 -1.178
H -2.005 -0.508 1.163
H -0.577 -3.321 0.668
H 2.056 2.283 0.021
H 1.235 -0.363 1.214
H 2.716 1.477 1.373
H -1.683 -0.404 -0.977
H -1.257 -2.865 2.148

Computed properties:
2S+1: 2
Calculated total energy: -7886.4630 eV
ΔE to the lowest compared entry with this formula, charge and spin: 46.2 kcal/mol
HOMO-LUMO gap (alpha / beta): 2.45 / 7.56 eV
⟨S²⟩: 0.75
Net charge: -1

***

A cluster of 2 separate species, C4H9NO2 in total. Source: the Open Molecules 2025 dataset; level of theory: ωB97M-V/def2-TZVPD.

CARTESIAN COORDINATES (ANGSTROEM)
O -0.683 2.396 -0.270
O 2.329 1.382 -0.497
N 1.345 -0.171 0.818
C 0.181 0.680 0.971
C -1.708 -1.687 -0.710
C 2.341 0.278 0.018
C -0.239 1.169 -0.409
H -2.132 -1.424 0.266
H 0.370 1.495 1.683
H 3.168 -0.440 -0.120
H 1.346 -1.125 1.141
H -1.157 -2.627 -0.627
H -2.522 -1.801 -1.429
H -1.041 -0.886 -1.041
H -0.642 0.068 1.361
H -0.954 2.693 -1.152

Computed properties:
Calculated total energy: -9876.4673 eV
ΔE to the lowest compared entry with this formula, charge and spin: 82.9 kcal/mol
HOMO-LUMO gap: 9.22 eV

***

A structure of composition H12O14SV2. Source: the Open Molecules 2025 dataset; level of theory: ωB97M-V/def2-TZVPD.

CARTESIAN COORDINATES (ANGSTROEM)
V -0.300 -0.623 -0.226
V 2.779 2.317 0.942
S 0.872 0.173 2.721
O -0.071 0.654 3.718
O -2.348 -0.228 0.794
O -3.621 2.037 -1.879
O -1.378 -1.109 -2.084
O 1.062 3.781 -0.138
O 0.162 -0.737 1.764
O 4.076 1.861 1.851
O -1.039 -2.682 0.289
O 2.774 1.369 -0.373
O -0.367 0.919 -0.594
O 1.311 1.380 1.929
O 2.828 -3.397 -1.689
O 1.151 -1.217 -0.657
O 2.015 -0.496 3.290
H 1.103 4.723 0.084
H -2.724 -0.610 1.598
H -4.331 1.496 -2.244
H 2.136 -2.796 -1.375
H 3.612 -3.129 -1.199
H -1.453 -2.078 -2.059
H -1.077 -0.901 -2.979
H 0.911 3.746 -1.093
H -2.963 0.465 0.518
H -1.844 -2.960 0.742
H -2.829 1.490 -1.956
H -0.446 -3.448 0.305

Computed properties:
Calculated total energy: -91071.1095 eV
ΔE to the lowest compared entry with this formula, charge and spin: 19.5 kcal/mol
HOMO-LUMO gap: 7.09 eV

***

A structure of composition C39H70LaN8O3SbSi3. Source: the Open Molecules 2025 dataset; level of theory: ωB97M-V/def2-TZVPD.

CARTESIAN COORDINATES (ANGSTROEM)
La -1.208 -1.132 -1.369
Sb 0.590 0.243 1.877
Si 3.229 2.682 2.768
Si -1.589 -2.728 2.470
Si 1.042 2.340 5.048
O -0.444 -3.273 -0.470
O -3.982 0.692 -1.014
O -3.026 -0.738 -2.684
N 0.471 1.548 -4.591
N -0.494 2.421 1.671
N 0.388 0.268 -2.551
N 0.209 2.577 -2.430
N 0.321 -3.838 -5.174
N -0.215 -2.451 -3.297
N -1.891 -3.864 -4.178
N -3.493 0.232 1.104
C 0.489 -5.267 -5.443
C -1.795 4.430 1.231
C -1.422 -0.961 1.730
C 0.040 4.506 2.804
C -2.234 -2.935 4.281
C -0.806 2.406 5.374
C -2.788 0.153 3.457
C 1.081 -2.895 -6.041
C 2.768 -0.315 -2.707
C -2.555 -0.220 2.097
C -0.570 -3.362 -4.237
C 0.340 3.116 2.519
C -2.597 -4.070 -2.963
C 1.101 2.791 -1.289
C 1.406 2.369 3.196
C 3.731 1.929 1.102
C -0.993 5.165 2.128
C 1.126 -2.073 -3.162
C -2.473 -4.659 -5.265
C 4.368 1.978 4.137
C 0.035 0.425 -5.426
C 3.508 4.542 2.529
C 0.326 1.445 -3.235
C -2.865 -3.671 1.476
C -0.762 3.638 -2.701
C 0.791 2.797 -5.306
C -3.163 0.123 -0.253
C 1.765 0.709 5.778
C -1.511 3.096 1.068
C -3.810 1.053 3.839
C -4.718 1.485 2.826
C 3.461 -2.639 -2.635
C 1.608 3.757 6.167
C -0.065 -3.954 2.529
C 2.109 -1.029 2.648
C 2.137 -3.018 -2.952
C -4.516 1.084 1.494
C 1.430 -0.700 -2.921
C 3.772 -1.258 -2.496
H -2.575 -3.222 -2.324
H -1.251 1.807 4.617
H 4.190 0.938 4.344
H -3.742 -3.925 2.101
H 4.796 -0.999 -2.276
H 1.536 -5.494 -5.522
H -1.732 -2.186 4.880
H 3.257 5.175 3.390
H 0.942 -0.008 5.673
H -3.659 -4.283 -3.258
H -3.283 -2.768 4.442
H -2.116 -0.265 4.264
H 4.854 1.747 1.122
H 0.925 -3.479 2.373
H 2.610 0.109 5.321
H 1.588 2.534 -6.058
H -1.499 3.260 -3.467
H -3.502 -4.395 -5.465
H 2.981 0.740 -2.787
H 1.963 0.850 6.867
H -2.048 2.512 0.318
H 3.147 1.035 0.860
H 2.142 2.883 -1.591
H 1.218 3.516 -4.570
H -0.090 -4.396 3.528
H 4.296 -3.366 -2.672
H 1.868 3.479 7.165
H 0.720 5.093 3.372
H -3.655 -0.033 -2.316
H -1.143 6.232 2.292
H -0.614 -3.527 0.469
H 3.482 2.730 0.397
H -2.527 4.897 0.600
H -0.042 -0.446 -4.841
H 1.977 -4.072 -3.107
H 1.044 1.883 -0.628
H 1.836 -2.320 -5.446
H -3.209 -0.916 -3.617
H 4.391 2.583 5.041
H 0.789 3.700 -0.782
H 0.860 4.515 6.250
H 2.513 -1.720 1.947
H 0.434 -2.153 -6.531
H -1.107 3.504 5.323
H -2.256 -4.929 -2.383
H 2.514 4.275 5.785
H -1.314 3.927 -1.820
H 2.984 4.924 1.651
H 1.672 -3.435 -6.784
H -1.913 -4.490 -6.173
H -5.144 1.344 0.641
H 1.736 -1.595 3.506
H 0.002 -5.625 -6.388
H -5.508 2.218 2.936
H -0.102 3.296 -5.801
H -0.099 -4.751 1.733
H -3.322 -3.036 0.697
H 2.980 -0.453 2.935
H -2.405 -5.715 -4.967
H 4.567 4.658 2.275
H -1.109 2.022 6.305
H -1.922 -3.905 4.686
H -2.482 -4.565 1.052
H -0.901 0.677 -6.018
H 5.406 2.054 3.742
H -0.179 4.579 -2.994
H 0.782 0.394 -6.199
H -3.929 1.378 4.906
H -0.386 -4.096 -0.983
H 0.105 -5.848 -4.595

Computed properties:
Calculated total energy: -90658.3940 eV
ΔE to the lowest compared entry with this formula, charge and spin: 15.7 kcal/mol
HOMO-LUMO gap (alpha / beta): 5.75 / 5.75 eV
Net charge: +2

***

An isolated molecule of C15H17ClN2O. Source: the Open Molecules 2025 dataset; level of theory: ωB97M-V/def2-TZVPD.

CARTESIAN COORDINATES (ANGSTROEM)
Cl -3.601 3.457 3.484
O 0.553 0.539 0.557
N -0.773 -2.933 -3.812
N 0.675 -1.350 -3.292
C -2.392 2.602 2.590
C -1.493 1.859 0.503
C 1.231 -1.810 2.755
C 1.832 -0.710 -2.728
C -0.389 -0.739 -3.895
C -1.354 1.978 3.266
C 0.381 -2.673 -3.266
C 1.701 -0.521 -1.213
C -0.376 1.293 2.569
C -1.268 -1.733 -4.211
C -2.466 2.545 1.212
C 0.525 0.380 -0.844
C 0.457 -0.897 3.307
C 0.737 0.578 3.284
C -0.448 1.228 1.168
H -0.420 -0.084 -1.158
H -0.421 0.320 -4.054
H -1.567 1.824 -0.572
H 2.619 -0.075 -0.828
H 1.562 -1.488 -0.728
H 1.681 0.760 2.768
H -2.219 -1.664 -4.700
H 1.041 -3.407 -2.849
H 0.990 -2.859 2.787
H -3.275 3.030 0.689
H -0.461 -1.180 3.806
H 2.144 -1.543 2.248
H -1.310 2.030 4.343
H 0.623 1.356 -1.341
H 0.808 0.950 4.309
H 1.961 0.261 -3.215
H 2.711 -1.325 -2.939

Computed properties:
Calculated total energy: -33380.3429 eV
SMILES: C=CCc1cc(Cl)ccc1OCCCn1ccnc1
ΔE to the lowest compared entry with this formula, charge and spin: 29.7 kcal/mol
HOMO-LUMO gap: 9.10 eV

***

An isolated molecule of C6H12. Source: the Open Molecules 2025 dataset; level of theory: ωB97M-V/def2-TZVPD.

CARTESIAN COORDINATES (ANGSTROEM)
C 0.042 0.202 1.200
C -1.113 -0.343 0.191
C 1.565 0.104 0.748
C -0.958 0.026 -1.246
C -0.387 0.878 2.308
C 0.307 -0.560 -1.883
H -1.790 -0.486 -1.941
H -1.989 0.251 0.522
H 0.217 -0.840 -2.939
H 2.067 1.116 0.624
H 1.678 -0.402 -0.157
H 2.009 -0.516 1.595
H -0.879 1.082 -1.479
H 0.482 -1.552 -1.504
H 0.191 1.496 2.876
H -1.437 0.843 2.698
H -1.250 -1.318 0.335
H 1.242 0.019 -1.949

Computed properties:
Calculated total energy: -6414.3545 eV
SMILES: C=C(C)CCC
ΔE to the lowest compared entry with this formula, charge and spin: 59.6 kcal/mol
HOMO-LUMO gap: 10.24 eV

***

A structure of composition C5H11ClN. Source: the Open Molecules 2025 dataset; level of theory: ωB97M-V/def2-TZVPD.

CARTESIAN COORDINATES (ANGSTROEM)
Cl 1.650 1.592 -0.209
N -1.227 2.025 -0.052
C 2.491 -1.540 -0.037
C -1.892 -0.474 -0.187
C -1.215 0.650 0.531
C 1.106 -1.014 0.180
C 0.708 0.231 -0.003
H -0.418 2.527 0.327
H 2.780 -2.281 0.626
H -2.833 -0.117 -0.503
H -1.275 0.772 1.567
H -1.304 -0.777 -1.079
H 0.524 -1.862 0.389
H -0.962 1.983 -1.080
H -2.134 -1.356 0.435
H 3.366 -0.880 0.066
H 2.749 -1.930 -1.091
H -2.115 2.451 0.122

Computed properties:
Calculated total energy: -19366.4262 eV
ΔE to the lowest compared entry with this formula, charge and spin: 66.9 kcal/mol
HOMO-LUMO gap: 9.85 eV
Net charge: +1